Computed, not measured: the molecule C3H8O3, with ωB97M-V with the def2-TZVPD basis set.

Geometry as XYZ:
```
14
Properties=species:S:1:pos:R:3:forces:R:3
C 0.62599 -0.92655 -1.35300 0.5 0.0 1.0
C -0.13895 0.12199 -0.56730 -1.1 1.5 0.7
O 0.24395 1.38127 -1.06404 0.3 0.4 -0.3
C -0.04947 0.39849 1.24169 -0.4 2.1 -2.4
O -1.34613 0.69642 1.59067 -0.6 0.1 0.5
O 0.51821 -0.65108 1.86796 -0.6 -2.4 -3.4
H 0.31309 -1.92375 -1.04221 0.1 -0.2 -0.1
H 0.43321 -0.81567 -2.42051 -0.1 0.1 0.1
H 1.69326 -0.80349 -1.16490 0.1 -0.2 -0.1
H -1.21010 -0.01051 -0.79504 0.1 -0.2 0.6
H -0.30636 2.05579 -0.64645 0.1 -0.1 -0.1
H 0.55616 1.31212 1.32861 -0.1 0.0 -0.4
H -1.65288 0.07717 2.26756 0.2 -0.1 -0.2
H 0.32004 -0.91219 0.75695 1.7 -1.2 4.0
```
Forces are in eV/Å.

## Properties
Multiplicity: 1
HOMO energy (eV): -9.309
Structure (SMILES): C[C@H](O)C(O)O
M (g mol⁻¹): 92.09
ΔE to the lowest compared entry with this formula, charge and spin (kJ/mol): 362.3